Entry P
Density functional theory data (wB97M-V/def2-TZVPD) for a gas-phase ion, C6H11N2 (charge +1).

Its multiplicity is 1. The total charge is +1. The orbital gap comes out at 9.3 eV. The highest occupied orbital energy is -13.28 eV. The structure (SMILES) is C=N/C=[NH+]\C(C)=C\C.

Element x y z (Å)
C 1.4892 -1.6895 -1.8034
C 2.0123 -0.9047 0.4909
C -0.0441 0.5249 0.5297
C 0.0823 1.9024 -0.0041
C -2.5699 0.2766 0.2859
C -1.1577 -0.2893 0.5564
N 1.8348 -1.2197 -0.7166
N 1.1673 -0.1273 1.0856
H 1.8649 -1.2808 -2.7731
H 2.8469 -1.4329 0.9958
H 0.0593 2.6729 0.6837
H -0.8030 1.9948 -0.6404
H 1.0298 2.0161 -0.5380
H -3.3692 -0.1315 0.9664
H -2.8055 -0.1157 -0.7228
H -2.6235 1.3511 0.3066
H 0.7835 -2.5887 -1.7634
H -1.1897 -1.2364 0.9949
H 1.3925 0.2776 2.0658

These are the Mulliken partial charges, in e, on atoms 1 to 8: -0.215 0.064 0.198 -1.113 -1.198 -0.332 -0.021 -0.137

Entry Q
Density functional theory data (wB97M-V/def2-TZVPD) for a gas-phase ion, C6H11N2 (charge +1).

Its multiplicity is 1. The total charge is +1. The orbital gap (spin up / spin down) comes out at 9.1 / 9.1 eV. The highest occupied orbital energy (spin up / spin down) is -13.32 / -13.31 eV.

Element x y z (Å)
C 0.6817 1.1894 0.1330
C -0.6199 0.7860 0.9087
C -1.5516 -0.8226 -1.0405
C -0.1984 -1.2228 -0.6647
C 1.3282 2.5383 0.4497
C 0.6541 -2.3837 -0.4468
N 1.2096 0.4534 -0.7214
N -1.0488 -0.6218 0.3517
H -0.4466 0.7028 1.9854
H -1.3491 1.5444 0.8310
H -1.6561 0.0740 -1.5907
H -2.3366 -1.5773 -1.2156
H 0.9443 2.7648 1.3395
H 0.8338 3.3551 -0.2948
H 2.3963 2.5322 0.3958
H 0.9356 -2.4760 0.5955
H 1.5427 -2.2996 -1.1408
H 0.0853 -3.1803 -0.8962
H -1.4043 -1.3562 1.0212

These are the Mulliken partial charges, in e, on atoms 1 to 8: 0.834 -0.715 -0.503 0.507 -1.202 -1.100 -0.539 -0.060

Entry R
Density functional theory data (wB97M-V/def2-TZVPD) for a gas-phase ion, C6H11N2 (charge +1).

Its multiplicity is 1. The total charge is +1. The orbital gap comes out at 9.3 eV. The highest occupied orbital energy is -13.88 eV. The structure (SMILES) is C=C(C)/C=N\[N+](=C)C.

Element x y z (Å)
C 2.4433 0.6039 0.3812
C 0.7594 0.0622 -1.2298
C 1.3859 -0.1083 0.0697
C 0.9107 -1.2203 0.9266
C -2.1528 -0.6579 -0.3617
C -1.3805 1.6181 0.0657
N -0.4353 0.3128 -1.5391
N -1.3033 0.5086 -0.5499
H 2.8925 0.6703 1.3628
H 1.3522 -0.0085 -2.1999
H 0.1843 -1.0014 1.7825
H 1.7623 -1.6674 1.6006
H 0.3071 -1.9811 0.3901
H -1.5365 -1.4043 0.2711
H -2.9869 -0.2466 0.2444
H -2.4459 -0.9722 -1.3710
H -2.0383 1.7170 0.8759
H 3.0247 1.2825 -0.3033
H -0.7429 2.4927 -0.4159

These are the Mulliken partial charges, in e, on atoms 1 to 8: -0.902 -0.165 0.826 -1.367 -0.676 -0.093 -0.735 0.595

So which one is most stable? That would be entry P, about 144.4 kJ/mol below the next structure.

Entry P
Density functional theory data (wB97M-V/def2-TZVPD) for a gas-phase ion, C6H11N2 (charge +1).

Its multiplicity is 1. The total charge is +1. The orbital gap comes out at 8.9 eV. The highest occupied orbital energy is -12.95 eV. The structure (SMILES) is C=C(C)C/C=N/C=[NH2+].

Element x y z (Å)
C 0.7223 0.0065 -1.2897
C 2.0666 1.2637 0.4355
C -0.6233 -0.4996 -1.3774
C -1.6138 -0.5940 -0.2108
C -0.9858 -0.5315 1.1436
C -2.8870 -0.7260 -0.5597
N 1.2785 0.5453 -0.2665
N 2.9533 0.9405 1.3567
H 1.1940 0.0621 -2.2393
H -1.0425 -0.2293 -2.3641
H -0.4196 -1.4959 -1.7354
H -1.6987 -0.5506 1.8795
H -0.4548 0.4451 1.1780
H -0.3024 -1.2262 1.4982
H -3.1851 -0.5126 -1.5647
H 1.8875 2.3763 0.4027
H -3.5882 -0.8405 0.2436
H 3.2932 0.0251 1.3524
H 3.4056 1.5417 2.1174

These are the Mulliken partial charges, in e, on atoms 1 to 8: -0.180 0.113 -0.769 0.867 -1.234 -1.010 -0.181 -0.332

Entry Q
Density functional theory data (wB97M-V/def2-TZVPD) for a gas-phase ion, C6H11N2 (charge +1).

Its multiplicity is 1. The total charge is +1. The orbital gap comes out at 7.8 eV. The highest occupied orbital energy is -12.49 eV. The structure (SMILES) is C=C/N=C\C/[NH+]=C/C.

Element x y z (Å)
C -1.9733 -1.0825 0.2117
C -0.5988 -1.7385 -0.0145
C -0.8268 1.9134 0.3456
C -1.7152 1.2328 -0.3771
C 1.4850 -0.5363 0.2879
C 2.4472 0.4798 -0.1259
N -2.3320 0.0843 0.0063
N 0.4379 -0.8342 -0.4004
H -2.7069 -1.7911 0.5778
H -0.3238 -2.2503 0.9120
H -0.7445 -2.4868 -0.8004
H -0.5193 2.8996 0.0520
H -0.4632 1.5426 1.2914
H -2.1476 1.6520 -1.2789
H 1.6212 -1.0420 1.2375
H 3.4455 0.2519 0.2432
H 2.1583 1.4364 0.3264
H 2.4655 0.6246 -1.2047
H 0.2909 -0.3557 -1.2897

These are the Mulliken partial charges, in e, on atoms 1 to 8: 0.011 -0.585 -0.777 -0.178 0.247 -1.087 -0.384 -0.041

Entry R
Density functional theory data (wB97M-V/def2-TZVPD) for a gas-phase ion, C6H11N2 (charge +1).

Its multiplicity is 1. The total charge is +1. The orbital gap comes out at 10.1 eV. The highest occupied orbital energy is -14.10 eV. The structure (SMILES) is C[N+]#CC1(N)CCC1.

Element x y z (Å)
C -1.0051 -0.0488 0.0040
C 2.2682 0.7345 -0.0480
C 1.3669 0.2017 -1.1832
C 1.2248 0.1744 1.0548
C 0.4284 -0.4431 -0.1035
C -3.5037 0.4411 0.0389
N -2.1547 0.0868 -0.1582
N 0.3171 -1.8713 -0.1608
H 3.2703 0.3325 0.3036
H 2.4280 1.8302 0.0829
H 1.0428 1.1339 -1.7531
H 1.9051 -0.4172 -1.8394
H 1.7014 -0.5071 1.7860
H 0.7175 0.9485 1.5384
H -3.9478 0.5144 -0.9640
H -3.8851 -0.0996 0.8859
H -3.6225 1.4797 0.3883
H 1.0574 -2.3431 -0.6700
H 0.3909 -2.1475 0.7972

These are the Mulliken partial charges, in e, on atoms 1 to 8: -0.348 -0.325 -0.826 -1.067 1.578 -0.692 0.060 -0.735

Entry S
Density functional theory data (wB97M-V/def2-TZVPD) for 2 unconnected molecules or ions with the total composition C6H11N2.

Its multiplicity is 1. The total charge is +1. The orbital gap (spin up / spin down) comes out at 8.4 / 6.7 eV. The highest occupied orbital energy (spin up / spin down) is -14.33 / -13.63 eV.

Element x y z (Å)
C 2.6804 -0.8089 -0.1176
C -1.3653 -1.4414 -0.9052
C -0.4637 -0.3642 -0.9801
C -0.6234 0.5895 1.2119
C 0.6887 1.6414 -0.4970
C 1.8312 -0.7408 0.9375
N 3.4809 -0.7700 -0.9413
N 0.0662 0.3834 -0.0188
H -1.5759 -2.0493 -1.7565
H -1.8124 -1.8782 -0.0488
H -0.2548 -0.2764 -2.0257
H -1.3308 1.3634 0.7301
H -1.2003 -0.2490 1.6543
H 0.0856 0.9742 2.0165
H 1.0553 2.1236 0.4567
H 1.6069 1.4406 -1.1380
H -0.2160 2.2539 -0.8058
H 2.1732 0.1097 1.6003
H 1.1782 -1.4900 1.3478

These are the Mulliken partial charges, in e, on atoms 1 to 8: 0.405 -0.868 0.266 -0.875 -0.932 -0.448 -0.296 0.018

So which one is most stable? That would be entry Q, about 37.0 kJ/mol below the next structure.

Entry P
Density functional theory data (wB97M-V/def2-TZVPD) for 2 unconnected molecules or ions with the total composition C6H11N2.

Its multiplicity is 1. The total charge is +1. The orbital gap (spin up / spin down) comes out at 5.8 / 7.8 eV. The highest occupied orbital energy (spin up / spin down) is -10.75 / -11.81 eV.

Element x y z (Å)
C 1.9373 -1.3731 0.1065
C 1.0223 -0.5709 -0.5616
C -2.4896 -1.2588 -0.5227
C 3.2215 0.8390 -0.1101
C -1.9586 1.0334 -0.7181
C -0.9167 -0.3245 0.9960
N 2.3232 -0.1950 -0.1756
N -1.7502 -0.2017 -0.0588
H 2.5528 -2.1082 0.5513
H -2.2047 -2.1389 -0.0104
H -3.1810 -1.2422 -1.3622
H 4.2110 0.5383 0.0161
H 3.1243 1.4660 -0.9968
H 3.0149 1.4575 0.7425
H -1.7870 0.8570 -1.8407
H -1.5697 1.8801 -0.2574
H -3.0452 1.3140 -0.8048
H -0.8002 -1.3385 1.3482
H -0.5811 0.5984 1.3011

These are the Mulliken partial charges, in e, on atoms 1 to 8: 0.270 -0.753 -0.355 -0.718 -0.944 -0.683 0.255 0.212

Entry Q
Density functional theory data (wB97M-V/def2-TZVPD) for a gas-phase ion, C6H11N2 (charge +1).

Its multiplicity is 1. The total charge is +1. The orbital gap (spin up / spin down) comes out at 8.0 / 8.0 eV. The highest occupied orbital energy (spin up / spin down) is -12.79 / -12.79 eV. The structure (SMILES) is C/C=[N+]1/C=CN(C)C1.

Element x y z (Å)
C -1.6044 -0.1299 1.0843
C -0.8852 -1.1528 0.6596
C 0.0965 0.7093 -0.0988
C 0.9755 -1.6409 -1.0084
C 1.9235 -1.2386 -2.0392
C -1.0233 2.1301 1.6040
N -1.2021 1.1164 0.5894
N 0.1491 -0.8354 -0.2539
H -2.2982 -0.0984 1.8179
H -1.2468 -2.1753 0.6477
H 0.0062 1.1431 -1.0733
H 0.9045 1.1304 0.4708
H 0.5691 -2.6432 -0.8288
H 1.6234 -1.5080 -3.0791
H 2.8486 -1.9511 -1.9396
H 2.1919 -0.1326 -2.0801
H -0.0186 2.3064 1.7544
H -1.4973 3.1667 1.2643
H -1.5124 1.8038 2.5088

These are the Mulliken partial charges, in e, on atoms 1 to 8: -0.408 -0.392 -0.679 0.346 -1.029 -0.748 -0.075 0.196

So which one is most stable? That would be entry Q, about 533.5 kJ/mol below the next structure.

Entry P
Density functional theory data (wB97M-V/def2-TZVPD) for 3 unconnected molecules or ions with the total composition C2H10N2O3.

Its multiplicity is 1. The orbital gap comes out at 10.0 eV. The highest occupied orbital energy is -9.58 eV. The structure (SMILES) is NCNC=O.O.O.

Element x y z (Å)
O -2.3007 1.0011 0.3339
C -1.4222 0.8747 -0.5481
N -0.7030 -0.2986 -0.5529
C -0.7456 -1.1463 0.7181
N 0.0323 -0.4994 1.7851
H -1.3429 1.6933 -1.3390
H 0.1229 -0.1371 -1.1247
H -1.7850 -1.3363 1.0373
H -0.3177 -2.2284 0.6793
H 0.7234 -1.1539 2.0277
H -0.4566 -0.3131 2.6229
H 2.1828 0.0837 -1.2662
H 2.5919 -0.6208 -2.7017
O 1.8668 -0.4510 -2.0109
H 2.8507 0.3519 0.0916
H 1.0203 0.6506 0.7762
O 1.9479 0.7282 0.3708

These are the Mulliken partial charges, in e, on atoms 1 to 8: -0.590 0.134 -0.185 -0.353 -0.556 0.330 0.281 0.299

Entry Q
Density functional theory data (wB97M-V/def2-TZVPD) for 3 unconnected molecules or ions with the total composition C2H10N2O3.

Its multiplicity is 1. The orbital gap comes out at 9.2 eV. The highest occupied orbital energy is -8.75 eV. The structure (SMILES) is NCNC=O.O.O.

Element x y z (Å)
O 2.7722 0.8711 1.2029
C 2.0881 0.6285 0.1665
N 0.9861 1.3716 -0.2504
C 0.0643 2.2193 0.4952
N 0.8279 3.1264 1.3215
H 2.3165 -0.2816 -0.3535
H 0.7709 1.3491 -1.3316
H -0.6577 2.7589 -0.0661
H -0.3816 1.6503 1.3542
H 1.0332 2.8424 2.2683
H 0.4527 4.1001 1.1737
H -1.4337 -5.7052 -1.3277
H -2.2343 -4.6585 -0.3704
O -1.3794 -5.0066 -0.6726
H -1.7895 -2.4144 -0.8180
H -1.7994 -1.3946 -1.8743
O -1.6362 -1.4568 -0.9178

These are the Mulliken partial charges, in e, on atoms 1 to 8: -0.551 -0.077 -0.152 -0.491 -0.486 0.388 0.260 0.439

So which one is most stable? That would be entry Q, about 35.2 kJ/mol below the next structure.